1.
{"formula": "C3H9N2O", "method": "ωB97M-V with the def2-TZVPD basis set", "symbols": ["C", "C", "C", "N", "N", "O", "H", "H", "H", "H", "H", "H", "H", "H", "H"], "positions_angstrom": [[1.867, -1.356, -0.546], [-2.213, 0.746, 1.134], [1.343, 0.054, -0.562], [-0.037, -0.265, -0.426], [-1.277, 1.134, 0.133], [-0.797, 2.202, -0.034], [2.490, -1.486, 0.325], [0.917, -1.990, -0.259], [2.286, -1.715, -1.528], [-2.335, 1.568, 1.919], [-1.823, -0.139, 1.683], [-3.120, 0.449, 0.706], [1.647, 0.525, 0.305], [1.533, 0.571, -1.503], [-0.481, -0.299, -1.346]], "forces_ev_per_a": [[-1.573, -2.523, -0.392], [0.663, 1.047, 3.297], [-0.704, 1.049, -2.033], [-3.104, 0.030, 0.841], [4.496, -0.046, -1.606], [-1.677, -0.832, 0.797], [0.519, -0.122, -0.094], [1.850, 0.366, -0.781], [-0.429, 0.437, 1.240], [-0.019, -0.811, -1.378], [0.105, 0.423, -0.734], [-1.448, -0.267, -0.894], [0.895, 1.435, 1.534], [0.440, 0.291, 0.394], [-0.014, -0.477, -0.190]], "mulliken_charge": [-0.869, -0.699, -0.174, -0.307, 0.429, -0.222, 0.314, 0.306, 0.301, 0.340, 0.308, 0.337, 0.309, 0.334, 0.294], "e_homo_ev": [-15.0, -15.0], "e_tot_ha": -303.98154, "fmax_ev_per_a": 4.8, "lumo_energy_ev": [-6.81, -6.81], "gap_ev": [8.1862, 8.1898], "charge": 1, "de_lowest_ev": 7.315}

2.
{"formula": "C34H32N4O4ReS4Sb", "method": "ωB97M-V with the def2-TZVPD basis set", "symbols": ["Re", "S", "C", "C", "C", "C", "N", "C", "C", "C", "S", "C", "N", "H", "H", "C", "S", "O", "O", "O", "H", "H", "H", "C", "C", "C", "C", "C", "C", "Sb", "C", "C", "C", "C", "C", "C", "C", "C", "C", "C", "C", "C", "H", "H", "H", "H", "H", "H", "H", "H", "H", "H", "H", "H", "H", "H", "H", "C", "S", "C", "O", "H", "H", "H", "H", "H", "H", "N", "C", "C", "C", "C", "C", "N", "H", "H", "H", "H", "H", "H"], "positions_angstrom": [[-0.309, -0.551, -2.440], [0.778, -2.223, -3.668], [2.153, -2.644, -2.669], [2.776, -3.876, -2.825], [3.912, -4.192, -2.090], [4.534, -5.450, -2.278], [5.022, -6.467, -2.472], [4.451, -3.244, -1.196], [3.819, -2.016, -1.027], [2.666, -1.723, -1.739], [1.824, -0.192, -1.491], [5.625, -3.530, -0.458], [6.575, -3.738, 0.146], [2.374, -4.594, -3.522], [4.218, -1.289, -0.337], [-2.290, 1.364, -5.491], [-1.324, 0.141, -4.602], [-0.875, -0.870, -5.506], [-0.261, 0.885, -3.909], [-2.211, -0.455, -3.548], [-1.644, 1.792, -6.247], [-2.610, 2.125, -4.790], [-3.139, 0.877, -5.952], [4.058, 0.577, 3.733], [4.255, 0.748, 2.373], [3.169, 0.940, 1.535], [1.890, 0.963, 2.064], [1.686, 0.782, 3.421], [2.776, 0.588, 4.255], [0.242, 1.568, 0.762], [0.437, 3.660, 1.381], [0.101, 4.018, 2.675], [0.350, 5.307, 3.115], [0.937, 6.231, 2.268], [1.273, 5.869, 0.976], [1.021, 4.582, 0.530], [-1.447, 1.025, 2.035], [-2.462, 1.939, 2.284], [-3.557, 1.568, 3.050], [-3.644, 0.285, 3.565], [-2.627, -0.626, 3.323], [-1.538, -0.261, 2.548], [4.904, 0.442, 4.388], [5.256, 0.748, 1.966], [3.319, 1.075, 0.472], [0.689, 0.805, 3.835], [2.615, 0.461, 5.316], [-0.349, 3.296, 3.340], [0.089, 5.583, 4.125], [1.131, 7.234, 2.617], [1.736, 6.589, 0.319], [1.284, 4.300, -0.481], [-2.386, 2.943, 1.883], [-4.343, 2.283, 3.250], [-4.498, -0.003, 4.160], [-2.686, -1.623, 3.731], [-0.755, -0.978, 2.344], [-3.726, 2.568, -0.977], [-2.968, 1.200, -1.932], [-3.787, -0.114, -0.970], [-1.553, 1.133, -1.394], [-4.763, 2.618, -1.291], [-3.228, 3.495, -1.237], [-3.655, 2.389, 0.087], [-4.856, 0.051, -0.975], [-3.387, -0.091, 0.039], [-3.555, -1.063, -1.437], [-2.234, -3.095, -2.603], [-1.484, -3.207, -1.492], [-1.529, -4.419, -0.771], [-0.801, -4.572, 0.380], [-0.047, -3.484, 0.828], [-0.036, -2.334, 0.085], [-0.717, -2.166, -1.075], [-2.658, -3.922, -2.988], [-2.201, -2.266, -3.186], [-2.127, -5.222, -1.172], [-0.806, -5.502, 0.926], [0.549, -3.547, 1.722], [0.579, -1.496, 0.387]], "forces_ev_per_a": [[3.160, -0.795, 2.683], [-0.010, 0.557, 0.962], [-0.571, 0.381, -0.135], [0.483, -0.360, 0.090], [-0.638, 0.695, -0.245], [0.117, -0.255, -0.079], [0.173, -0.398, -0.021], [-0.818, 0.637, -0.216], [0.458, -0.443, 0.069], [-0.853, 0.742, -0.310], [-0.634, -0.832, -0.763], [0.315, -0.067, 0.198], [0.308, -0.078, 0.209], [-0.005, -0.121, -0.101], [0.089, 0.041, 0.144], [0.479, -0.413, 0.574], [-2.305, -0.108, -4.464], [-0.082, 0.402, -0.389], [0.800, 0.840, 0.733], [0.322, -0.438, 0.014], [0.166, 0.008, -0.100], [-0.047, 0.098, 0.107], [-0.091, -0.222, -0.028], [0.088, -0.015, 0.049], [0.141, 0.005, -0.055], [0.095, -0.087, 0.009], [-1.180, 0.217, -0.459], [0.247, -0.070, 0.169], [-0.108, -0.039, 0.145], [0.519, 0.743, 0.942], [-0.305, -1.156, -0.136], [0.071, 0.233, 0.046], [-0.111, -0.057, 0.187], [0.003, 0.071, -0.003], [0.044, 0.090, -0.038], [-0.016, 0.010, -0.128], [0.846, 0.343, -0.496], [-0.005, -0.031, -0.004], [-0.137, 0.076, -0.047], [-0.004, 0.012, 0.036], [-0.083, -0.162, -0.040], [-0.047, 0.023, -0.026], [0.092, -0.032, 0.056], [0.096, -0.017, -0.009], [0.083, 0.119, -0.023], [-0.101, 0.019, 0.078], [0.050, -0.026, 0.109], [-0.021, -0.046, 0.147], [-0.010, 0.076, 0.115], [0.034, 0.099, 0.029], [0.051, 0.082, -0.102], [0.055, -0.006, -0.114], [-0.029, 0.060, 0.122], [-0.062, 0.059, 0.019], [-0.058, -0.018, 0.078], [-0.026, -0.114, 0.057], [0.070, -0.081, 0.124], [0.410, -0.410, -0.453], [-2.626, 1.190, 1.726], [0.187, 0.221, -0.614], [1.548, -1.123, -0.482], [-0.179, -0.006, -0.075], [0.154, 0.096, -0.118], [0.073, -0.150, 0.147], [-0.246, 0.016, -0.016], [0.109, 0.213, 0.162], [-0.011, -0.189, -0.138], [-0.054, 0.172, -0.246], [-0.097, -0.257, 0.347], [0.179, -0.018, 0.072], [-0.136, 0.319, -0.328], [0.061, 0.202, -0.095], [0.373, -0.001, 0.465], [-0.648, -0.127, -0.368], [0.026, 0.075, 0.057], [-0.077, -0.361, 0.027], [-0.083, -0.077, 0.005], [-0.046, -0.089, 0.010], [0.070, 0.075, 0.116], [-0.084, -0.020, 0.029]], "mulliken_charge": [1.293, -0.298, 0.708, -0.816, 0.536, -0.324, -0.446, 0.501, -1.006, 0.604, -0.074, -0.332, -0.450, 0.561, 0.596, -1.060, 1.261, -0.576, -0.593, -0.808, 0.408, 0.307, 0.409, -0.553, -0.687, -0.811, 0.927, -0.466, -0.655, 0.496, 0.479, -0.105, -0.789, -0.525, -0.551, -0.762, 0.948, -1.183, -0.627, -0.692, -0.736, -0.552, 0.393, 0.471, 0.653, 0.347, 0.432, 0.319, 0.415, 0.395, 0.415, 0.357, 0.753, 0.463, 0.427, 0.447, 0.509, -1.010, 0.498, -0.567, -0.559, 0.495, 0.412, 0.174, 0.565, -0.068, 0.113, -0.104, 0.860, -1.026, -0.684, -1.131, -0.864, 0.659, 0.232, 0.112, 0.480, 0.491, 0.639, 0.930], "e_homo_ev": [-10.3, -10.3], "e_tot_ha": -3745.81319, "fmax_ev_per_a": 5.0, "lumo_energy_ev": [-5.70, -4.47], "gap_ev": [4.5653, 5.8543], "charge": 1, "de_lowest_ev": 2.891, "multiplicity": 2}

3.
{"formula": "C42H36FNdP2", "method": "ωB97M-V with the def2-TZVPD basis set", "symbols": ["C", "C", "C", "C", "C", "C", "P", "C", "C", "C", "C", "C", "C", "Nd", "P", "C", "C", "C", "C", "C", "C", "C", "C", "C", "C", "C", "C", "C", "C", "C", "C", "C", "C", "C", "C", "C", "C", "C", "C", "H", "H", "H", "H", "H", "H", "H", "H", "H", "H", "H", "H", "H", "H", "H", "H", "H", "H", "H", "H", "H", "H", "H", "H", "H", "H", "H", "H", "H", "H", "H", "H", "F", "C", "C", "C", "C", "C", "C", "H", "H", "H", "H"], "positions_angstrom": [[-3.412, -0.718, -2.515], [-2.760, 0.510, -2.304], [-2.444, 1.300, -3.421], [-2.906, 0.977, -4.672], [-3.660, -0.202, -4.854], [-3.882, -1.070, -3.761], [-2.014, 0.880, -0.675], [-1.844, 2.713, -0.685], [-0.563, 3.287, -0.763], [-0.473, 4.686, -0.863], [-1.646, 5.466, -0.855], [-2.914, 4.881, -0.739], [-3.004, 3.497, -0.645], [0.494, 0.125, 0.134], [0.129, -1.682, -1.796], [0.222, -1.013, -3.454], [-0.447, -1.677, -4.483], [-0.362, -1.195, -5.779], [0.363, -0.009, -6.024], [0.965, 0.706, -4.971], [0.876, 0.218, -3.678], [1.862, -2.169, -1.342], [2.135, -2.496, 0.010], [3.429, -2.925, 0.328], [4.420, -2.974, -0.658], [4.147, -2.592, -1.981], [2.867, -2.184, -2.320], [-0.913, -3.096, -1.538], [-1.898, -3.113, -0.529], [-2.652, -4.268, -0.352], [-2.378, -5.395, -1.154], [-1.342, -5.388, -2.110], [-0.595, -4.229, -2.284], [-3.325, 0.496, 0.532], [-4.670, 0.495, 0.146], [-5.673, 0.224, 1.070], [-5.311, -0.063, 2.396], [-3.958, -0.090, 2.791], [-2.957, 0.179, 1.854], [1.323, -2.509, 0.773], [3.653, -3.228, 1.352], [5.417, -3.318, -0.402], [4.923, -2.642, -2.742], [2.614, -1.860, -3.338], [-1.044, -2.567, -4.248], [-0.860, -1.723, -6.595], [0.447, 0.363, -7.038], [1.516, 1.634, -5.170], [1.319, 0.786, -2.841], [-2.077, -2.232, 0.104], [-3.452, -4.284, 0.393], [-2.980, -6.288, -1.023], [-1.126, -6.269, -2.718], [0.242, -4.186, -2.995], [-4.942, 0.709, -0.896], [-6.723, 0.245, 0.767], [-6.081, -0.264, 3.134], [-3.687, -0.306, 3.823], [-1.897, 0.151, 2.163], [0.362, 2.666, -0.791], [0.503, 5.151, -0.966], [-1.559, 6.545, -0.942], [-3.819, 5.498, -0.731], [-3.977, 3.000, -0.552], [-1.806, 2.191, -3.272], [-2.692, 1.624, -5.536], [-4.047, -0.461, -5.829], [-4.441, -2.005, -3.914], [-3.540, -1.411, -1.665], [-5.124, -2.121, -7.071], [-5.460, -2.599, -6.598], [3.177, 1.906, 5.599], [2.538, 1.500, 4.443], [3.159, 0.476, 3.728], [2.495, 0.064, 2.545], [1.282, 0.698, 2.291], [0.681, 1.751, 2.950], [1.342, 2.178, 4.139], [4.100, 0.003, 4.048], [2.892, -0.721, 1.881], [-0.255, 2.202, 2.572], [0.938, 2.972, 4.766]], "forces_ev_per_a": [[0.161, -0.022, 1.100], [0.676, -0.674, -0.564], [0.534, 0.799, 1.184], [-0.668, -0.768, -1.122], [0.358, 0.178, 0.931], [-0.219, 0.285, -1.221], [-1.892, 0.866, -0.574], [0.101, -0.554, 0.221], [-0.608, 0.400, -0.128], [-0.364, -0.249, 0.035], [0.379, -0.407, -0.005], [0.314, -0.013, 0.006], [0.028, -0.046, -0.059], [2.274, 1.419, 1.896], [0.194, -0.417, 0.228], [-0.472, 0.099, -0.182], [0.033, -0.193, 0.173], [0.372, 0.879, -0.326], [-0.182, -0.467, 0.430], [-0.032, 0.011, -0.425], [-0.180, -0.564, 0.215], [-0.651, 0.305, 0.048], [0.068, -0.118, -0.736], [-0.146, 0.124, 0.108], [-0.240, 0.055, -0.120], [0.031, -0.155, 0.359], [-0.194, 0.215, 0.014], [0.217, -0.322, 0.032], [0.243, 0.001, -0.415], [0.217, -0.328, -0.345], [0.191, 0.376, -0.071], [-0.421, 0.027, 0.376], [-0.224, -0.368, -0.103], [0.182, -0.257, 0.082], [-0.176, 0.135, -0.209], [0.322, -0.081, 0.516], [0.475, 0.103, -0.206], [-0.290, 0.103, -0.351], [-0.337, 0.043, -0.210], [0.550, -0.163, -0.437], [0.033, 0.072, -0.285], [-0.143, 0.051, 0.023], [-0.137, 0.033, 0.229], [0.246, -0.305, 0.437], [0.353, 0.366, -0.243], [0.198, 0.235, 0.246], [0.002, -0.002, 0.073], [-0.346, -0.432, 0.039], [-0.034, -0.286, -0.428], [-0.008, -0.299, -0.345], [0.338, -0.122, -0.265], [0.107, 0.081, -0.027], [-0.132, 0.204, 0.298], [-0.453, -0.155, 0.264], [0.137, -0.070, 0.524], [0.409, -0.040, 0.154], [0.068, 0.000, -0.063], [-0.130, 0.000, -0.233], [-0.501, 0.069, -0.068], [-0.524, 0.536, -0.084], [-0.179, 0.053, 0.073], [0.010, -0.149, 0.021], [0.431, -0.241, 0.013], [0.399, 0.299, -0.062], [-0.575, -0.447, -0.195], [-0.101, -0.364, 0.535], [0.007, 0.032, -0.021], [0.353, 0.493, 0.130], [-0.142, 0.471, -0.548], [-0.179, -0.262, 0.212], [0.163, 0.233, -0.230], [-0.681, -0.443, -1.239], [0.492, 0.792, 1.636], [-0.309, -0.393, -1.030], [0.098, 0.920, 1.739], [-1.004, -1.252, -2.841], [1.085, 0.204, 1.715], [-0.234, -0.668, -1.258], [-0.539, 0.542, 0.056], [-0.068, 0.347, 0.479], [0.468, -0.114, 0.460], [0.399, -0.244, -0.030]], "mulliken_charge": [0.094, 0.253, -0.694, -0.833, -0.490, -0.944, 1.418, 0.735, -0.248, -0.827, -0.639, -0.665, -0.302, 0.966, 0.707, 0.861, -0.913, -0.631, -0.635, -0.868, -0.095, 0.791, -0.674, -0.779, -0.617, -0.682, -0.668, 0.971, -0.420, -0.495, -0.651, -0.750, -0.464, 0.605, -0.178, -0.866, -0.608, -0.859, -0.322, 0.820, 0.504, 0.438, 0.459, 0.393, 0.477, 0.487, 0.439, 0.435, 0.202, 0.204, 0.488, 0.430, 0.448, 0.475, 0.428, 0.455, 0.437, 0.467, 0.192, 0.004, 0.452, 0.424, 0.455, 0.350, 0.355, 0.449, 0.210, 0.431, 0.620, 0.014, 0.012, -0.290, 0.188, -0.697, -0.295, 0.594, -0.212, -0.695, 0.456, 0.150, 0.305, 0.457], "e_homo_ev": [-13.6, -13.4], "e_tot_ha": -2965.41232, "fmax_ev_per_a": 3.3, "lumo_energy_ev": [-6.19, -6.01], "gap_ev": [7.4508, 7.4255], "charge": 2, "multiplicity": 4}

4.
{"formula": "C3H3NS2", "method": "ωB97M-V with the def2-TZVPD basis set", "symbols": ["C", "C", "C", "N", "S", "S", "H", "H", "H"], "positions_angstrom": [[0.999, -0.197, 0.152], [-0.973, 0.311, 0.106], [0.133, 0.397, -0.941], [-0.011, -0.241, 1.039], [2.461, -0.830, 0.420], [-2.622, 0.566, 0.437], [0.338, 1.361, -1.323], [-0.101, -0.446, -1.728], [-0.223, -0.921, 1.838]], "forces_ev_per_a": [[1.812, -1.091, 0.351], [-2.156, -0.371, 2.783], [-1.338, -2.317, -0.739], [-3.554, -0.367, 0.261], [0.292, 0.285, -0.623], [3.193, -0.372, -1.113], [0.338, 0.720, -0.664], [0.667, 1.918, 1.165], [0.747, 1.594, -1.421]], "mulliken_charge": [0.028, -0.056, -0.089, -0.070, -0.343, -0.261, 0.278, 0.218, 0.293], "e_homo_ev": -8.9, "e_tot_ha": -967.18838, "fmax_ev_per_a": 3.6, "lumo_energy_ev": -0.71, "gap_ev": 8.2210, "de_lowest_ev": 0.751}